# C28H18ClFN7O5S5Ta

A molecular structure, C28H18ClFN7O5S5Ta (wB97M-V/def2-TZVPD, OMol25).

Last column: Löwdin charge in e.
Element x y z (Å)
Ta  -0.562  -0.020  0.121  1.278
Cl  4.193  2.353  -2.471  0.706
S  -0.585  -2.064  -6.217  0.617
S  -0.781  -1.241  -3.435  0.993
S  -1.657  2.189  0.216  0.617
S  -2.636  -0.768  -0.949  0.611
S  1.134  1.098  1.453  0.685
F  0.837  -6.272  2.853  0.104
O  1.873  -5.749  5.368  0.121
O  -0.687  -2.004  5.714  0.100
O  -0.293  -1.892  1.425  -0.061
O  -1.741  -0.373  1.850  -0.211
O  0.703  -1.009  -0.779  -0.557
N  -0.526  8.023  1.739  0.178
N  -2.871  -1.943  -4.628  -0.114
N  0.444  1.360  -1.751  -0.080
N  0.579  -3.882  5.512  0.222
N  -0.889  -3.263  3.820  0.004
N  2.941  6.632  3.393  0.177
N  -3.283  -1.616  -3.352  0.005
C  -3.932  -2.397  -5.491  -0.172
C  2.193  5.921  2.889  -0.169
C  1.261  5.030  2.248  -0.181
C  -0.252  6.908  1.707  -0.168
C  -0.232  2.182  -2.561  -0.176
C  -2.295  -1.234  -2.626  -1.004
C  -0.358  -2.970  5.066  -0.459
C  -0.504  3.263  0.987  -0.626
C  0.440  -5.209  3.550  -0.186
C  0.079  5.507  1.671  -0.179
C  -5.216  -2.486  -4.958  -0.027
C  0.391  3.089  -3.395  -0.025
C  2.465  2.318  -2.551  -0.628
C  -1.835  -2.325  3.254  -0.012
C  1.053  -5.021  4.868  -0.393
C  -3.704  -2.738  -6.818  -0.040
C  -0.792  4.626  1.050  -0.048
C  -1.247  -1.510  2.145  -0.598
C  1.551  3.675  2.190  -0.049
C  -6.045  -3.263  -7.085  -0.089
C  -6.259  -2.918  -5.758  -0.080
C  0.680  2.793  1.561  -0.620
C  1.702  -2.004  -0.919  -0.107
C  1.774  3.175  -3.385  -0.062
C  -4.766  -3.169  -7.603  -0.075
C  -1.539  -1.807  -4.887  -1.064
C  -0.474  -4.362  3.084  0.047
C  1.774  1.420  -1.757  -0.182
H  -1.705  5.003  0.611  0.121
H  -2.719  -2.670  -7.241  0.022
H  -0.930  -4.495  2.114  0.152
H  -4.574  -3.431  -8.635  0.107
H  -0.200  3.725  -4.037  0.118
H  2.310  0.751  -1.102  0.078
H  2.571  -1.702  -0.334  0.096
H  0.964  -3.692  6.427  0.173
H  -1.310  2.108  -2.527  0.088
H  2.305  3.883  -4.005  0.118
H  2.467  3.311  2.635  0.121
H  1.326  -2.957  -0.551  0.088
H  -5.400  -2.220  -3.930  0.100
H  -2.185  -1.657  4.038  0.145
H  -6.866  -3.600  -7.703  0.103
H  -2.699  -2.862  2.851  0.159
H  -7.251  -2.982  -5.331  0.105
H  1.958  -2.070  -1.976  0.083

Summary:
Highest occupied orbital energy ... -8.53 eV
Lowest unoccupied orbital energy ... -2.06 eV

***

# C54H103N2O10

9 unconnected molecules or ions with the total composition C54H103N2O10 (wB97M-V/def2-TZVPD, OMol25).

Last column: Löwdin charge in e.
Element x y z (Å)
O  2.312  -3.304  1.937  -0.052
O  7.437  -1.229  1.250  -0.183
O  0.918  -7.174  3.033  -0.170
O  12.256  -0.191  -1.463  -0.171
O  -10.880  -0.358  -0.715  -0.190
O  -1.695  5.985  -2.062  -0.179
O  11.300  1.016  -5.155  -0.178
O  -6.254  7.572  0.137  -0.162
O  2.533  -2.394  3.972  0.106
O  -6.526  -5.682  2.007  -0.157
N  -6.582  -0.051  0.746  0.093
N  -2.255  -2.094  1.030  -0.051
C  -2.280  0.297  0.303  -0.144
C  -2.726  8.166  -1.581  -0.068
C  -7.548  -6.634  1.742  -0.272
C  -13.262  0.208  -0.459  -0.076
C  0.177  2.384  3.304  -0.068
C  11.236  2.270  -5.817  -0.274
C  -7.656  7.784  0.067  -0.276
C  -1.425  -3.330  1.145  -0.103
C  8.233  1.099  1.201  -0.076
C  -6.663  -4.421  1.377  -0.272
C  1.119  -2.638  1.481  -0.194
C  1.025  -6.450  4.250  -0.278
C  -3.676  0.423  0.721  0.108
C  -3.576  -2.032  1.457  0.061
C  10.219  0.126  -5.385  -0.277
C  -4.310  -0.791  1.306  -0.057
C  12.867  0.853  -0.722  -0.281
C  4.198  -1.564  2.496  0.015
C  10.017  3.096  -5.440  -0.078
C  -8.400  7.364  1.323  -0.080
C  -7.883  0.159  1.097  -0.096
C  9.521  -2.190  0.362  -0.072
C  14.339  -1.149  -2.357  -0.076
C  -1.469  7.380  -1.915  -0.273
C  -11.857  0.671  -0.806  -0.280
C  -8.371  -0.235  2.415  -0.047
C  -2.182  6.038  -4.473  -0.075
C  -5.814  -0.609  1.710  -0.268
C  13.044  2.137  -1.515  -0.074
C  1.639  -9.347  3.934  -0.078
C  -2.604  5.598  -3.082  -0.284
C  8.049  -0.185  1.993  -0.279
C  1.804  -8.272  2.873  -0.278
C  -6.147  -1.061  3.050  -0.007
C  0.909  3.604  2.979  -0.073
C  -0.727  2.215  0.881  -0.189
C  0.778  4.133  1.614  -0.065
C  -11.088  -1.141  -3.039  -0.077
C  -7.685  -6.985  0.271  -0.077
C  -6.272  5.283  -0.757  -0.074
C  10.043  -0.253  -6.845  -0.078
C  -7.932  -3.680  1.758  -0.067
C  8.127  -1.659  0.083  -0.274
C  -7.567  -0.870  3.475  -0.022
C  -0.010  3.480  0.562  -0.017
C  -5.830  6.235  0.342  -0.281
C  -1.527  1.531  -0.278  -0.105
C  -11.070  -1.485  -1.560  -0.277
C  -1.615  -1.000  0.479  0.050
C  12.942  -0.618  -2.632  -0.280
C  2.395  -5.835  4.476  -0.068
C  -0.210  -3.188  2.134  -0.106
C  2.956  -2.434  2.838  -0.474
C  -0.623  1.720  2.247  -0.050
H  -11.830  1.132  -1.798  0.108
H  -0.905  1.302  -1.186  0.134
H  -8.298  6.295  1.521  0.063
H  -7.961  -2.704  1.271  0.058
H  -8.554  0.651  0.344  0.116
H  -7.959  -1.169  4.470  0.113
H  -6.585  -4.531  0.290  0.113
H  1.854  -8.968  4.935  0.066
H  -2.652  4.506  -3.055  0.112
H  0.023  -4.223  2.515  0.116
H  -11.556  1.445  -0.097  0.115
H  12.340  -1.419  -3.069  0.114
H  -8.069  7.289  -0.819  0.106
H  -2.897  5.680  -5.217  0.080
H  -1.195  5.638  -4.716  0.083
H  -5.887  4.278  -0.567  0.068
H  10.436  -0.776  -4.808  0.112
H  10.040  4.061  -5.950  0.078
H  5.125  -1.863  3.066  0.102
H  -2.125  7.124  -4.559  0.069
H  2.318  -10.179  3.740  0.080
H  1.086  -2.601  0.350  0.131
H  -8.009  7.897  2.193  0.083
H  3.178  -6.592  4.544  0.071
H  -5.803  -3.825  1.690  0.076
H  -0.431  -2.556  3.036  0.134
H  0.736  -7.086  5.093  0.109
H  13.698  1.998  -2.377  0.068
H  -6.155  5.880  1.325  0.106
H  13.484  2.914  -0.885  0.078
H  7.524  -2.459  -0.354  0.117
H  -3.612  5.957  -2.845  0.094
H  0.282  -5.650  4.198  0.100
H  -2.489  9.222  -1.444  0.083
H  8.672  1.875  1.832  0.079
H  -13.961  1.045  -0.510  0.081
H  12.212  1.051  0.129  0.112
H  10.170  -1.427  0.795  0.063
H  9.993  3.269  -4.361  0.078
H  -9.449  -0.026  2.643  0.109
H  -13.287  -0.211  0.551  0.083
H  -2.327  2.246  -0.634  0.127
H  -13.617  -0.565  -1.142  0.068
H  -11.197  -2.047  -3.637  0.080
H  -11.979  -2.023  -1.271  0.108
H  -6.740  -7.370  -0.120  0.083
H  9.985  -2.539  -0.561  0.079
H  9.001  -0.526  2.412  0.108
H  -0.755  7.493  -1.097  0.117
H  12.965  0.188  -3.371  0.093
H  1.524  4.067  3.783  0.102
H  -5.904  5.623  -1.729  0.072
H  -7.798  8.856  -0.087  0.121
H  -1.065  -3.707  0.155  0.148
H  1.584  -8.706  1.895  0.118
H  -8.828  -4.227  1.462  0.076
H  -9.464  7.586  1.226  0.079
H  -0.549  -1.048  0.136  0.150
H  1.212  -1.553  1.799  0.127
H  9.225  -0.968  -6.955  0.077
H  7.392  0.016  2.842  0.112
H  2.403  -5.260  5.404  0.085
H  -3.474  8.092  -2.372  0.071
H  2.654  -5.169  3.651  0.058
H  12.135  2.817  -5.529  0.119
H  -4.049  -2.940  1.909  0.132
H  -1.146  0.783  2.567  0.091
H  11.294  2.129  -6.902  0.107
H  -8.502  -6.289  2.154  0.108
H  4.022  -0.485  2.776  0.101
H  2.839  -7.920  2.829  0.107
H  14.989  -0.386  -1.924  0.066
H  8.154  -0.853  -0.657  0.107
H  9.817  0.613  -7.469  0.066
H  4.490  -1.574  1.413  0.085
H  9.478  -3.022  1.069  0.082
H  -7.960  -6.118  -0.334  0.064
H  12.080  2.491  -1.888  0.077
H  -2.114  -4.113  1.577  0.139
H  0.195  1.928  4.328  0.103
H  -7.359  5.215  -0.825  0.066
H  -10.158  -0.643  -3.326  0.082
H  10.958  -0.707  -7.234  0.084
H  -0.981  7.781  -2.809  0.107
H  -4.255  1.367  0.615  0.135
H  -11.909  -0.470  -3.294  0.068
H  -8.456  -7.746  0.133  0.081
H  14.299  -1.982  -1.651  0.081
H  -4.738  6.258  0.368  0.106
H  14.801  -1.497  -3.283  0.079
H  13.821  0.514  -0.306  0.106
H  -7.979  -3.536  2.839  0.079
H  -5.400  -1.499  3.760  0.119
H  8.889  0.957  0.341  0.063
H  -0.078  3.884  -0.474  0.105
H  7.270  1.456  0.824  0.080
H  -10.235  -2.161  -1.363  0.114
H  1.310  5.084  1.367  0.101
H  -3.180  7.785  -0.663  0.069
H  0.613  -9.723  3.940  0.082
H  9.086  2.597  -5.713  0.065
H  9.294  0.541  -4.971  0.107
H  -7.281  -7.535  2.298  0.121

Summary:
Highest occupied orbital energy ... -10.50 eV
Lowest unoccupied orbital energy ... -3.75 eV
Net charge ... +1

***

# C23H42Br2F4N3O7S

3 unconnected molecules or ions with the total composition C23H42Br2F4N3O7S (wB97M-V/def2-TZVPD, OMol25).

Last column: Löwdin charge in e.
Element x y z (Å)
Br  -8.246  -0.191  1.117  0.796
Br  -5.903  -1.496  -2.864  0.773
S  1.926  -0.152  0.281  0.752
F  -3.086  -0.035  -0.422  0.074
F  -5.654  -0.960  0.481  -0.057
F  -7.236  -2.657  -0.760  -0.022
F  -8.490  -1.077  -1.847  -0.007
O  0.440  -6.031  -4.679  -0.189
O  2.491  -1.018  1.621  -0.187
O  0.395  -3.761  -2.790  -0.211
O  2.084  1.330  0.580  -0.365
O  2.724  -0.460  -0.957  -0.309
O  4.075  -0.166  5.141  -0.198
O  6.501  -1.787  5.602  -0.190
N  -0.778  3.898  -2.741  -0.011
N  -4.110  3.711  -1.138  0.127
N  -3.039  4.140  -1.801  0.087
C  -1.759  1.805  -1.654  0.045
C  4.824  0.993  5.484  -0.108
C  0.066  4.379  -0.313  -0.204
C  -6.742  -0.343  -0.201  -0.715
C  -1.938  3.285  -2.031  -0.121
C  -6.444  1.128  -0.745  -0.189
C  6.170  -1.826  6.983  -0.109
C  5.409  -2.174  4.772  -0.196
C  1.433  4.700  1.871  -0.123
C  1.581  -3.273  -3.405  -0.108
C  1.327  -6.706  -3.796  -0.104
C  -0.724  -5.548  -4.015  -0.198
C  -0.029  4.841  -1.840  -0.206
C  -5.384  1.946  0.149  -0.108
C  0.115  -0.557  0.063  -0.204
C  -4.076  2.390  -0.696  -0.105
C  1.024  5.428  0.489  -0.234
C  -0.340  -0.492  -1.467  -0.201
C  -3.018  1.277  -0.869  0.008
C  -0.627  -4.051  -3.743  -0.202
C  4.727  -0.960  4.151  -0.197
C  -7.199  -1.367  -1.357  -0.769
C  -0.475  0.983  -2.024  -0.128
H  0.493  -1.013  -2.073  0.105
H  2.279  -6.845  -4.310  0.092
H  0.318  6.288  0.797  0.114
H  -0.904  -6.102  -3.087  0.127
H  2.381  -3.284  -2.662  0.095
H  5.443  -0.361  3.578  0.131
H  -0.924  4.388  0.255  0.112
H  2.049  3.765  1.642  0.064
H  5.220  -1.328  7.190  0.083
H  5.822  -2.793  3.970  0.126
H  4.691  -2.785  5.332  0.126
H  -1.284  -1.116  -1.681  0.131
H  -0.542  0.093  0.739  0.119
H  1.056  4.863  -2.237  0.137
H  6.124  -2.865  7.324  0.089
H  6.960  -1.314  7.537  0.091
H  -0.464  -3.492  -4.672  0.127
H  0.920  -7.690  -3.542  0.091
H  -0.411  5.920  -1.981  0.130
H  -7.445  1.697  -0.725  0.119
H  -0.365  0.998  -3.174  0.154
H  0.467  4.328  2.370  0.079
H  -3.035  5.122  -2.142  0.197
H  1.911  5.777  -0.130  0.113
H  -0.023  -1.640  0.411  0.125
H  1.940  5.407  2.613  0.083
H  4.756  1.730  4.678  0.086
H  1.428  -2.239  -3.736  0.078
H  4.389  1.423  6.388  0.090
H  -1.178  4.417  -3.550  0.130
H  1.507  -6.134  -2.883  0.082
H  0.622  3.372  -0.247  0.099
H  -1.573  -3.711  -3.309  0.116
H  -1.571  -5.729  -4.685  0.126
H  -5.912  2.882  0.555  0.130
H  3.952  -1.307  3.460  0.095
H  0.439  1.581  -1.644  0.124
H  5.871  0.757  5.682  0.086
H  1.805  -0.856  2.310  0.096
H  -5.036  1.371  1.084  0.133
H  -6.072  1.171  -1.823  0.096
H  1.885  -3.889  -4.253  0.090

Summary:
Highest occupied orbital energy ... -10.59 eV
Lowest unoccupied orbital energy ... -5.15 eV
Net charge ... +1

***

# C28H34ClF7INO9P

4 unconnected molecules or ions with the total composition C28H34ClF7INO9P (wB97M-V/def2-TZVPD, OMol25).

Last column: Löwdin charge in e.
Element x y z (Å)
I  2.381  -3.598  2.960  0.882
Cl  -1.271  -4.883  1.122  0.719
P  5.488  -0.974  -0.770  0.956
F  -4.613  -3.038  -0.159  0.081
F  -2.890  -0.776  1.771  0.074
F  -5.671  -0.919  1.362  0.135
F  -6.041  -0.909  -0.803  0.091
F  -3.261  -2.946  1.841  0.058
F  -4.623  0.555  -0.006  0.178
F  -3.410  -1.666  -1.398  0.149
O  8.374  5.454  -1.333  0.077
O  -1.456  1.255  0.600  -0.060
O  1.943  -6.297  1.857  -0.019
O  -2.968  1.347  3.857  -0.121
O  -14.309  1.225  -0.475  -0.129
O  -1.931  0.705  -1.514  -0.004
O  -9.006  0.123  -1.957  -0.122
O  3.348  -3.243  -1.979  0.071
O  0.879  0.995  -2.148  0.149
N  7.098  3.550  -1.508  -0.008
C  1.381  0.156  -1.452  -0.247
C  6.405  -2.338  -1.673  -0.309
C  3.554  1.602  -0.985  -0.174
C  1.412  -2.328  -0.751  -0.004
C  -0.733  -0.965  -0.241  0.070
C  5.601  -1.382  1.087  -0.404
C  3.528  2.502  -2.298  -0.180
C  -9.726  -0.006  -0.742  -0.161
C  -2.813  -1.950  1.004  -0.307
C  5.652  3.920  -1.614  -0.212
C  -0.611  -3.373  0.431  -0.438
C  1.901  -5.150  1.527  -0.819
C  4.985  2.974  -2.717  -0.176
C  4.563  -0.516  1.928  -0.172
C  2.939  0.182  -1.180  -0.128
C  -1.398  -2.132  0.417  -0.022
C  2.855  -2.330  -1.351  -0.287
C  -3.633  0.706  4.932  -0.175
C  -3.936  -1.807  -0.152  -0.260
C  0.634  -1.051  -0.792  0.030
C  -13.184  2.045  -0.180  -0.167
C  1.519  -4.852  0.004  -0.139
C  0.766  -3.472  -0.117  -0.193
C  -5.037  -0.722  0.156  -0.418
C  3.656  -0.988  -1.130  -0.242
C  7.661  4.519  0.828  -0.013
C  -1.440  0.452  -0.406  -0.685
C  7.779  4.586  -0.741  -0.486
H  5.242  -2.454  1.174  0.053
H  2.932  2.111  -0.195  0.133
H  -12.482  2.024  -1.017  0.069
H  5.049  -0.036  2.828  0.073
H  2.936  3.430  -2.083  0.116
H  -3.218  0.880  3.048  0.046
H  4.116  0.315  1.320  0.042
H  4.605  1.575  -0.600  0.053
H  -3.368  1.214  5.859  0.071
H  7.137  2.640  -1.027  0.107
H  -9.750  -1.055  -0.435  0.078
H  -8.109  -0.193  -1.792  0.055
H  3.098  1.923  -3.161  0.113
H  -9.252  0.600  0.035  0.081
H  -10.745  0.345  -0.901  0.052
H  -12.694  1.686  0.729  0.076
H  -3.320  -0.341  4.992  0.072
H  -13.528  3.066  -0.024  0.078
H  0.841  -5.675  -0.328  0.106
H  -13.981  0.329  -0.608  0.071
H  4.963  3.504  -3.711  0.111
H  -4.716  0.761  4.788  0.071
H  6.765  -3.116  -0.938  0.041
H  7.469  5.544  1.242  0.086
H  5.812  -2.854  -2.471  0.030
H  7.295  -1.879  -2.195  0.028
H  6.828  3.820  1.109  0.070
H  5.499  4.997  -1.884  0.129
H  6.648  -1.328  1.474  0.070
H  8.614  4.136  1.290  0.085
H  2.488  -4.865  -0.553  0.113
H  3.694  -1.133  2.293  -0.026
H  5.141  3.726  -0.622  0.106
H  5.649  2.059  -2.749  0.102

Summary:
Highest occupied orbital energy ... -5.44 eV
Lowest unoccupied orbital energy ... 0.98 eV
Net charge ... -1

***

# C7H10N2O3

2 unconnected molecules or ions with the total composition C7H10N2O3 (wB97M-V/def2-TZVPD, OMol25).

Last column: Löwdin charge in e.
Element x y z (Å)
O  2.704  0.181  -0.282  0.047
O  -0.487  -2.765  0.463  0.006
O  0.388  1.229  2.494  0.226
N  1.588  0.461  -0.467  -0.130
N  -0.332  -1.575  0.644  -0.036
C  -0.853  1.005  -1.067  -0.390
C  -1.107  0.121  -2.320  -0.058
C  0.450  0.617  -0.463  -0.084
C  0.253  0.108  2.192  -0.091
C  -0.627  2.452  -1.487  -0.088
C  0.971  -2.173  2.686  -0.030
C  0.421  -1.129  1.770  -0.283
H  1.947  -2.542  2.523  0.070
H  0.939  -1.916  3.746  0.091
H  -0.510  0.415  -3.177  0.080
H  -1.273  2.929  -2.234  0.075
H  -1.727  0.867  -0.325  0.159
H  -0.793  -0.871  -1.967  0.070
H  0.428  2.427  -2.090  0.141
H  0.398  -3.091  2.517  0.078
H  -0.601  3.090  -0.626  0.063
H  -2.179  0.159  -2.529  0.082

Summary:
Highest occupied orbital energy ... -8.95 eV
Lowest unoccupied orbital energy ... -0.40 eV
Relative energy (zero: lowest compared OMol25 entry of this formula, charge and spin) ... 176.3 kcal/mol
SMILES ... CC(C)C#[N+][O-].CC(=C=O)N=O

***

> What is the formula in the fifth record?

C7H10N2O3